[1]
ORCA calculation (wB97M-V/def2-TZVPD) on a 6-piece molecular cluster, H12O6 overall.

Output
E_LUMO (spin up / spin down) ... -3.4 / -11.1 eV
Kohn-Sham gap (spin up / spin down) ... 12.4388 / 2.5160 eV
Strongest force on any atom ... 0.0601 hartree/bohr
<S²> ... 0.76
HOMO (spin up / spin down) ... -15.8 / -13.6 eV
Energy above the lowest of the compared OMol25 structures with the same formula, charge and spin ... 102.6 kJ/mol

```
! RIJCOSX wB97M-V def2-TZVPD def2/J DEFGRID3
* xyz 1 2
O 18.018 -12.000 7.419
H 18.291 -12.472 6.633
H 18.740 -12.124 8.036
O 20.769 -14.409 9.271
H 20.453 -13.506 9.300
H 20.453 -14.800 10.086
O 16.374 -10.313 5.965
H 15.613 -10.800 5.650
H 16.822 -10.920 6.553
O 19.364 -15.860 7.652
H 18.900 -15.379 6.967
H 19.851 -15.188 8.130
O 19.468 -11.817 9.601
H 18.659 -12.028 10.068
H 19.662 -10.914 9.851
O 19.241 -13.598 5.576
H 18.536 -13.765 4.951
H 20.044 -13.699 5.065
*
```


[2]
ORCA calculation (wB97M-V/def2-TZVPD) on a 6-piece molecular cluster, H12O6 overall.

Output
E_LUMO (spin up / spin down) ... -3.7 / -11.6 eV
Kohn-Sham gap (spin up / spin down) ... 10.9379 / 2.9668 eV
Strongest force on any atom ... 0.0316 hartree/bohr
<S²> ... 0.76
HOMO (spin up / spin down) ... -14.6 / -14.5 eV
Energy above the lowest of the compared OMol25 structures with the same formula, charge and spin ... 177.3 kJ/mol

```
! RIJCOSX wB97M-V def2-TZVPD def2/J DEFGRID3
* xyz 1 2
O 2.038 3.005 -0.565
H 2.615 2.403 -0.094
H 1.286 2.469 -0.818
O -0.853 -2.389 0.895
H -1.736 -2.622 0.608
H -0.898 -1.450 1.073
O -1.898 -0.393 -1.116
H -2.235 -1.240 -0.827
H -2.215 -0.302 -2.015
O 3.457 -1.008 0.767
H 2.703 -1.576 0.927
H 4.022 -1.140 1.528
O 0.732 0.377 -0.657
H -0.221 0.434 -0.723
H 0.917 -0.563 -0.669
O -2.707 1.696 0.519
H -2.718 0.987 -0.124
H -2.291 1.314 1.291
*
```


[3]
ORCA calculation (wB97M-V/def2-TZVPD) on H12O6Pd as an isolated structure.

Output
E_LUMO (spin up / spin down) ... -7.7 / -8.4 eV
Kohn-Sham gap (spin up / spin down) ... 9.4740 / 8.6293 eV
Strongest force on any atom ... 0.3209 hartree/bohr
<S²> ... 2.00
HOMO (spin up / spin down) ... -17.1 / -17.1 eV
Energy above the lowest of the compared OMol25 structures with the same formula, charge and spin ... 1172.7 kJ/mol

```
! RIJCOSX wB97M-V def2-TZVPD def2/J DEFGRID3
* xyz 2 3
Pd -0.105 -0.044 -0.538
O 2.650 -0.193 0.474
H 2.886 -1.130 0.452
H 3.314 0.322 0.919
O 0.045 1.057 0.717
H 0.444 0.953 1.601
H -0.403 1.918 0.703
O 1.031 0.308 -1.710
H 0.769 0.731 -2.568
H 1.893 0.684 -1.497
O 0.057 -1.689 0.008
H 0.891 -2.153 -0.128
H -0.281 -1.977 0.859
O -1.589 0.354 -1.264
H -2.394 0.396 -0.697
H -1.744 0.897 -2.017
O -2.367 -0.555 1.360
H -2.066 -0.013 2.117
H -3.038 0.128 1.210
*
```


[4]
ORCA calculation (wB97M-V/def2-TZVPD) on a 6-piece molecular cluster, H13NO5 overall.

Output
E_LUMO ... 0.4 eV
SMILES ... N.O.O.O.O.O
Kohn-Sham gap ... 10.8057 eV
Strongest force on any atom ... 0.0325 hartree/bohr
HOMO ... -10.4 eV
Energy above the lowest of the compared OMol25 structures with the same formula, charge and spin ... 116.3 kJ/mol

```
! RIJCOSX wB97M-V def2-TZVPD def2/J DEFGRID3
* xyz 0 1
N -1.903 -0.012 -1.714
H -2.026 -0.239 -0.744
H -2.345 -0.569 -2.418
H -2.056 0.965 -1.866
O 1.099 -3.380 0.498
H 0.938 -3.109 -0.404
H 0.292 -3.738 0.857
O -0.429 2.532 -2.743
H -0.809 2.621 -3.629
H 0.163 1.763 -2.880
O 0.839 -0.616 -2.386
H -0.100 -0.425 -2.153
H 1.355 -0.387 -1.639
O 0.391 -0.312 4.383
H -0.175 -1.087 4.344
H 1.245 -0.606 4.060
O 0.315 1.917 1.942
H -0.599 2.210 1.793
H 0.470 1.744 2.860
*
```


[5]
ORCA calculation (wB97M-V/def2-TZVPD) on a 6-piece molecular cluster, H13O6 overall.

Output
E_LUMO (spin up / spin down) ... 0.6 / 0.6 eV
Kohn-Sham gap (spin up / spin down) ... 3.0038 / 12.1116 eV
Strongest force on any atom ... 0.1054 hartree/bohr
<S²> ... 0.75
HOMO (spin up / spin down) ... -2.4 / -11.5 eV
Energy above the lowest of the compared OMol25 structures with the same formula, charge and spin ... 159.5 kJ/mol

```
! RIJCOSX wB97M-V def2-TZVPD def2/J DEFGRID3
* xyz 0 2
O 3.313 1.116 -0.240
H 3.114 1.777 -0.953
H 4.137 1.389 0.129
O -1.676 -5.575 -1.573
H -2.330 -6.081 -1.116
H -1.801 -5.698 -2.528
O 0.059 2.975 2.657
H -0.826 3.022 2.703
H 0.380 3.151 3.528
O 0.164 -0.795 -0.077
H -0.355 -1.550 0.229
H -0.104 -0.738 -1.010
O -2.262 0.817 -1.825
H -2.728 0.023 -1.852
H -2.890 1.539 -1.732
O 0.947 1.291 0.884
H 0.322 0.622 0.464
H 1.916 0.916 0.655
H 0.618 1.796 1.657
*
```


[6]
ORCA calculation (wB97M-V/def2-TZVPD) on a 8-piece molecular cluster, H14IO7 overall.

Output
E_LUMO ... 3.0 eV
Kohn-Sham gap ... 8.7749 eV
Strongest force on any atom ... 0.0076 hartree/bohr
HOMO ... -5.8 eV
Energy above the lowest of the compared OMol25 structures with the same formula, charge and spin ... 8.0 kJ/mol

```
! RIJCOSX wB97M-V def2-TZVPD def2/J DEFGRID3
* xyz -1 1
I -0.015 0.024 -0.106
O -2.430 -2.564 0.465
H -1.742 -1.869 0.396
H -2.757 -2.489 1.368
O -0.769 2.193 2.704
H -1.379 1.525 3.036
H -0.463 1.834 1.849
O 1.678 3.078 -1.354
H 2.113 3.440 -0.575
H 0.881 2.646 -1.004
O 0.716 -0.871 -3.605
H 0.787 -0.571 -2.681
H -0.149 -0.552 -3.890
O 3.658 -0.538 0.794
H 2.734 -0.750 0.589
H 3.714 0.409 0.632
O -2.605 -0.383 -2.851
H -3.377 -0.917 -2.638
H -1.967 -0.601 -2.152
O 0.535 -0.990 3.399
H 0.296 -0.278 2.784
H 0.540 -1.776 2.842
*
```


[7]
ORCA calculation (wB97M-V/def2-TZVPD) on H14Li4O11S as an isolated structure.

Output
E_LUMO ... -8.7 eV
Kohn-Sham gap ... 6.1659 eV
Strongest force on any atom ... 0.0316 hartree/bohr
HOMO ... -14.9 eV
Energy above the lowest of the compared OMol25 structures with the same formula, charge and spin ... 0.0 kJ/mol

```
! RIJCOSX wB97M-V def2-TZVPD def2/J DEFGRID3
* xyz 2 1
Li -0.629 1.556 -2.751
Li 1.235 3.284 0.464
Li -0.580 0.842 2.630
Li 3.195 0.215 -1.331
S 0.149 0.596 0.231
O -0.227 -0.402 1.216
O -0.003 1.910 0.923
O 1.564 0.408 -0.144
O -0.672 0.554 -0.986
O 2.965 0.453 2.247
H 2.878 1.364 2.549
H 2.512 0.418 1.388
O -2.319 3.509 1.020
H -2.766 2.908 1.626
H -1.471 3.089 0.823
O 1.522 -2.426 0.695
H 1.154 -1.577 0.984
H 1.566 -2.368 -0.262
O -1.565 -2.621 1.185
H -1.080 -1.778 1.233
H -1.298 -3.013 0.349
O -0.584 -2.150 -1.753
H -1.263 -2.038 -2.430
H -0.431 -1.263 -1.399
O 2.312 -1.499 -2.044
H 2.631 -2.204 -2.624
H 1.363 -1.446 -2.232
O -3.543 0.878 -0.454
H -2.627 1.069 -0.676
H -3.989 1.734 -0.480
*
```


[8]
ORCA calculation (wB97M-V/def2-TZVPD) on a 8-piece molecular cluster, H14NO10 overall.

Output
E_LUMO ... 3.2 eV
Kohn-Sham gap ... 10.2361 eV
Strongest force on any atom ... 0.1636 hartree/bohr
HOMO ... -7.0 eV
Energy above the lowest of the compared OMol25 structures with the same formula, charge and spin ... 216.1 kJ/mol

```
! RIJCOSX wB97M-V def2-TZVPD def2/J DEFGRID3
* xyz -1 1
N -0.110 -0.014 0.072
O -0.729 -0.506 -0.862
O -0.672 0.355 1.100
O 1.214 -0.087 0.004
O -2.843 -1.908 0.475
H -2.407 -2.660 0.696
H -2.184 -1.368 0.561
O -1.960 2.362 2.978
H -1.514 1.522 2.515
H -1.629 2.907 2.303
O 2.195 -2.360 1.598
H 1.489 -1.866 1.260
H 3.037 -2.091 1.426
O -3.056 1.265 -1.335
H -2.204 0.816 -1.225
H -3.418 0.584 -1.891
O -0.050 0.593 -3.379
H -0.290 0.068 -2.614
H -0.721 0.768 -3.980
O 2.488 1.106 2.316
H 1.843 1.128 1.520
H 2.472 2.054 2.322
O 3.371 -1.065 -2.059
H 2.929 -0.896 -1.148
H 2.758 -0.701 -2.648
*
```


[9]
ORCA calculation (wB97M-V/def2-TZVPD) on a 6-piece molecular cluster, H14NO5 overall.

Output
E_LUMO ... -2.8 eV
Kohn-Sham gap ... 11.8276 eV
Strongest force on any atom ... 0.0424 hartree/bohr
HOMO ... -14.6 eV
Energy above the lowest of the compared OMol25 structures with the same formula, charge and spin ... 86.3 kJ/mol

```
! RIJCOSX wB97M-V def2-TZVPD def2/J DEFGRID3
* xyz 1 1
N 0.472 0.691 0.064
H 0.929 -0.190 0.359
H -0.449 0.612 0.514
H 1.015 1.507 0.308
H 0.455 0.624 -0.960
H -3.184 -1.430 -2.821
H -1.922 -2.281 -2.984
O -2.223 -1.388 -2.782
H 0.182 -2.815 2.775
H 1.328 -1.866 2.523
O 0.465 -2.116 2.173
H -2.769 1.433 1.152
H -2.078 0.717 2.310
O -1.924 1.028 1.407
H 0.095 1.230 -3.563
H -1.240 0.740 -3.004
O -0.319 0.892 -2.759
H 3.991 0.543 2.392
H 3.775 1.445 1.268
O 3.401 0.627 1.629
*
```


[10]
ORCA calculation (wB97M-V/def2-TZVPD) on a 6-piece molecular cluster, H14NO5 overall.

Output
E_LUMO ... -2.8 eV
Kohn-Sham gap ... 11.7875 eV
Strongest force on any atom ... 0.0470 hartree/bohr
HOMO ... -14.6 eV
Energy above the lowest of the compared OMol25 structures with the same formula, charge and spin ... 82.6 kJ/mol

```
! RIJCOSX wB97M-V def2-TZVPD def2/J DEFGRID3
* xyz 1 1
N 0.560 0.727 -0.706
H 0.284 -0.098 -0.120
H 1.286 0.465 -1.358
H 0.823 1.570 -0.161
H -0.338 1.016 -1.112
H -4.378 -0.276 -0.581
H -5.201 -1.311 -1.397
O -4.331 -1.065 -1.159
H 0.343 -1.246 2.080
H 1.641 -1.555 1.376
O 0.762 -1.179 1.244
H 4.083 -0.730 2.378
H 3.930 -2.191 2.104
O 3.403 -1.389 2.217
H -1.115 -0.965 -2.583
H -2.462 -0.725 -1.717
O -1.676 -0.361 -2.103
H 1.731 3.879 0.071
H 0.748 3.565 1.195
O 1.199 3.162 0.446
*
```